Record 1
24
Properties=species:S:1:pos:R:3:lowdin_charge:R:1 method="wB97M-V/def2-TZVPD" e_lumo_ev="-4.2 / -5.7" spin_multiplicity=3 total_charge=+1 e_homo_ha="-0.3980 / -0.4888"
O -3.64978 -0.57193 -4.07198 0.03
C -2.74155 -1.19354 -3.74271 0.01
Pd -0.83927 0.21716 -0.61370 0.58
O 0.78425 -1.71106 -2.65769 0.18
C 0.12503 -1.24343 -1.85026 -0.11
C -1.67517 1.67451 0.66609 -0.04
O -2.55585 2.34728 1.13451 0.10
C -1.96717 -1.50615 0.05051 -0.10
O -2.92806 -1.63774 0.69705 0.10
C -0.25849 1.36610 -2.27423 -0.06
O 0.20650 2.29825 -2.86489 0.13
H -2.08397 0.33516 -1.61831 0.03
C 1.05563 -1.89873 1.22025 0.01
C 1.28501 -0.42181 1.30977 -0.35
N 0.75474 0.52644 0.57720 -0.13
C 1.16989 1.78385 0.86696 -0.12
C 2.06642 1.59586 1.87513 -0.02
N 2.11750 0.23092 2.13480 0.13
H 1.39978 -2.33338 0.26681 0.09
H 1.67679 -2.30418 2.02372 0.09
H 0.00819 -2.20341 1.39031 0.07
H 0.79549 2.62782 0.28933 0.12
H 2.61062 2.33147 2.40284 0.12
H 2.64349 -0.30945 2.78849 0.16

---

Record 2
21
Properties=species:S:1:pos:R:3:lowdin_charge:R:1 method="wB97M-V/def2-TZVPD" e_lumo_ev="-3.4 / -7.1" spin_multiplicity=3 total_charge=+1 e_homo_ha="-0.3827 / -0.4496"
C 1.88864 1.71775 -4.59937 0.29
C 0.29782 0.42108 1.90007 -0.01
C 1.37292 1.31571 1.80950 0.03
C 0.95294 -0.75368 -0.01471 -0.06
C 0.01864 -0.51313 0.94728 -0.25
C 2.27935 1.18512 0.77374 -0.26
C 1.96480 0.16342 -0.24519 -0.47
C 4.37269 2.30981 0.20128 -0.71
C -1.17201 -1.43022 1.03877 -0.01
N 3.38685 1.92062 0.82009 0.12
N 2.38857 1.50170 -3.59821 -0.08
O 3.03932 1.49910 -2.55797 -0.31
S 3.13808 -0.03459 -1.48215 1.02
S 5.56404 2.74829 -0.65549 0.91
H 1.29362 1.93214 -5.38415 0.09
H -0.36590 0.46008 2.77181 0.13
H 1.47228 1.91046 2.77353 0.16
H 0.87112 -1.37697 -0.90778 0.13
H -0.89815 -2.43476 1.46404 0.13
H -1.80834 -1.10719 1.83244 0.07
H -1.72416 -1.38972 0.10352 0.10